Record 1
{
  "formula": "C20H41MnN2P3S",
  "method": "ωB97M-V with the def2-TZVPD basis set",
  "homo_lumo_gap_ev": [8.4674, 4.4585],
  "largest_force_ha_per_bohr": 0.0855,
  "charge": 3,
  "lumo_energy_ev": [-8.61, -11.54],
  "spin_multiplicity": 5,
  "species": ["H", "H", "H", "C", "H", "H", "H", "H", "C", "H", "H", "H", "H", "P", "H", "C", "H", "C", "C", "H", "H", "H", "C", "Mn", "H", "C", "C", "C", "C", "H", "H", "H", "H", "H", "H", "H", "H", "N", "N", "H", "H", "H", "H", "C", "C", "H", "C", "H", "H", "C", "P", "C", "H", "S", "H", "P", "H", "C", "C", "H", "C", "H", "H", "C", "H", "H", "C", "H"],
  "positions_angstrom": [[1.662, -3.585, -8.446], [2.976, -4.011, -6.375], [-0.072, 2.564, -1.285], [2.664, 0.037, -0.729], [2.733, -0.334, 5.642], [3.320, -0.372, 0.043], [-3.555, 1.206, 2.803], [-0.861, -3.472, 3.005], [2.524, -3.037, -6.545], [0.922, 0.442, -7.130], [-3.992, -0.369, 1.448], [-1.765, 4.204, 1.382], [3.034, 2.103, 1.373], [1.295, 1.015, 0.043], [2.886, 2.874, -0.222], [1.373, -0.532, -6.962], [-1.225, -2.101, -0.326], [0.606, 1.740, -1.514], [-0.313, -1.509, -0.228], [-2.309, 2.116, 3.675], [0.491, -2.814, 1.346], [-3.298, -1.521, 0.296], [0.564, 1.376, 4.040], [-0.208, -0.083, 1.420], [-1.504, -3.610, 1.356], [-2.593, -1.184, 4.021], [2.112, -0.773, -5.797], [-1.703, -3.216, 2.356], [2.013, 0.078, 4.948], [-3.404, 2.851, 0.019], [1.447, 1.899, 5.920], [1.699, 3.221, 1.060], [-3.591, -1.631, 4.093], [2.258, -0.793, -1.313], [-2.613, -3.682, 2.748], [-0.327, 3.618, 2.258], [-0.332, 3.664, 0.486], [0.694, 0.337, 3.190], [1.359, 1.239, 5.117], [3.264, -2.228, -4.692], [-0.089, 2.214, 3.898], [1.737, -1.882, 0.465], [1.660, 1.435, -5.157], [1.788, -2.800, -7.706], [-2.788, 1.948, -0.076], [-4.207, -2.113, 1.718], [-0.947, 3.474, 1.369], [-3.408, 2.957, 2.550], [-3.440, 1.073, -0.143], [-3.514, -1.347, 1.353], [-1.618, 1.739, 1.358], [2.324, 2.446, 0.615], [3.248, 0.686, -1.391], [2.358, 0.461, -4.547], [-1.931, -1.698, 4.721], [-1.923, -1.379, 2.301], [1.404, 2.110, -2.168], [-2.845, 2.033, 2.724], [0.688, -1.932, 0.741], [0.639, -1.344, -8.807], [1.215, -1.544, -7.907], [0.037, 0.965, -2.035], [-2.649, -0.133, 4.307], [1.601, -0.479, 3.758], [1.937, -1.416, 3.336], [0.022, -1.168, -1.209], [2.689, -2.034, -5.593], [-2.214, 1.999, -1.004]]
}

---

Record 2
{
  "formula": "C9H13NO2",
  "method": "ωB97M-V with the def2-TZVPD basis set",
  "homo_lumo_gap_ev": 9.2848,
  "largest_force_ha_per_bohr": 0.0438,
  "smiles": "Cc1ccc(O)cc1.CC(N)=O",
  "lumo_energy_ev": 0.58,
  "de_lowest_kcal_mol": 26.1,
  "species": ["C", "C", "C", "H", "H", "H", "H", "H", "C", "H", "H", "C", "C", "O", "O", "H", "H", "N", "C", "H", "H", "H", "C", "C", "H"],
  "positions_angstrom": [[2.265, 0.445, 0.892], [-0.384, 0.242, 1.661], [3.677, 0.511, 0.398], [4.201, 1.442, 0.669], [-2.943, 0.910, -3.089], [0.355, -0.792, 3.446], [-2.298, 0.477, 1.660], [-0.719, 1.287, -0.271], [1.913, -0.254, 2.060], [2.678, -0.948, 2.405], [-1.430, -1.360, -0.546], [-2.507, -1.074, -2.318], [1.253, 0.820, 0.017], [-1.662, -0.113, 2.039], [-3.248, -1.571, -3.138], [-1.562, 1.052, -2.153], [-2.242, -2.709, -1.099], [-1.900, -1.790, -1.332], [0.606, -0.269, 2.542], [-3.028, 0.799, -1.349], [1.457, 1.274, -0.940], [3.731, 0.540, -0.692], [-2.476, 0.449, -2.229], [-0.080, 0.779, 0.443], [4.344, -0.147, 0.926]]
}